Record 1
Entry from the Open Molecules 2025 dataset: C31H31IrNO4PSe2Te2 as an isolated structure at a distorted geometry (wB97M-V/def2-TZVPD).

```
! wB97M-V def2-TZVPD RIJCOSX def2/J DEFGRID3
* xyz -1 2
Ir -0.56 -0.35 0.51
N 0.54 -2.24 -0.23
C 0.45 -2.58 -1.64
C 0.95 -3.78 -2.11
C 0.86 -4.09 -3.46
C 0.25 -3.20 -4.34
C -0.25 -2.01 -3.87
C -0.14 -1.67 -2.51
P -0.85 -0.17 -1.77
C -2.61 -0.23 -2.29
C -3.43 -1.09 -1.56
C -4.77 -1.23 -1.89
C -5.30 -0.50 -2.94
C -4.49 0.36 -3.66
C -3.15 0.49 -3.35
C -0.17 1.22 -2.73
C 0.96 1.10 -3.55
C 1.54 2.22 -4.11
C 1.02 3.48 -3.85
C -0.09 3.62 -3.02
C -0.67 2.49 -2.46
H 1.51 -2.12 0.04
H 0.21 -3.02 0.34
H 1.42 -4.47 -1.42
H 1.26 -5.03 -3.82
H 0.17 -3.46 -5.39
H -0.75 -1.31 -4.54
H -3.01 -1.63 -0.72
H -5.40 -1.90 -1.32
H -6.35 -0.59 -3.19
H -4.91 0.95 -4.47
H -2.52 1.17 -3.91
H 1.38 0.12 -3.74
H 2.40 2.12 -4.75
H 1.48 4.36 -4.29
H -0.49 4.60 -2.80
H -1.53 2.61 -1.81
Se -0.84 3.01 2.11
Te -2.67 4.72 2.31
Te -4.50 2.88 0.71
Se -1.97 1.49 0.82
C -2.33 -0.45 3.62
C -1.02 -1.23 3.56
C -1.34 -2.68 3.18
C -0.37 -1.20 4.95
C -0.06 -0.59 2.54
H -2.93 -0.81 4.46
H -2.91 -0.59 2.71
H -2.16 0.62 3.76
H -2.09 -3.09 3.85
H -0.45 -3.31 3.22
H -1.74 -2.71 2.16
H -1.00 -1.72 5.69
H -0.25 -0.17 5.29
H 0.61 -1.68 4.94
H 0.34 0.31 3.02
O 3.06 -2.42 2.64
C 2.39 -1.41 2.53
O 1.07 -1.59 2.47
C 3.06 -0.08 2.45
C 4.31 -0.01 3.06
C 5.10 1.13 3.04
C 4.59 2.21 2.36
O 5.15 3.45 2.17
C 4.17 4.22 1.48
O 3.12 3.35 1.10
C 3.36 2.15 1.72
C 2.58 1.03 1.73
H 4.66 -0.90 3.57
H 6.06 1.18 3.52
H 4.61 4.67 0.59
H 3.78 5.00 2.14
H 1.66 1.00 1.14
*
```

- E_LUMO (alpha / beta): 1.73 / 1.63 eV
- Maximum force: 1.9 eV/A
- Molecular weight: 1117.9 g mol⁻¹
- HOMO energy (alpha / beta): -3.3464 / -3.1421 eV
- ΔE to the lowest compared entry with this formula, charge and spin: 47.9 kcal/mol

Mulliken atomic charge list, values in e, 4 entries: 1.676 -0.352 -0.530 -0.377

---

Record 2
Entry from the Open Molecules 2025 dataset: a 2-piece molecular cluster, C31H31N2O2 overall at a distorted geometry (wB97M-V/def2-TZVPD).

```
! wB97M-V def2-TZVPD RIJCOSX def2/J DEFGRID3
* xyz 1 1
C 2.12 -3.67 3.47
C 1.61 -2.25 3.24
N 0.26 -2.09 2.69
C -0.81 -2.25 3.67
C -1.39 -0.95 4.21
C 0.06 -2.10 1.32
C -1.29 -1.88 0.83
N -1.84 -2.63 -0.19
C -1.06 -3.45 -1.00
C -1.64 -4.10 -2.08
C -2.96 -3.85 -2.44
C -3.75 -3.07 -1.58
C -3.19 -2.51 -0.45
O 1.03 -2.25 0.53
H 3.17 -3.60 3.77
H 1.56 -4.16 4.28
H 2.08 -4.27 2.56
H 1.54 -1.76 4.22
H 2.31 -1.71 2.60
H -1.61 -2.86 3.22
H -0.35 -2.81 4.49
H -2.08 -1.19 5.03
H -0.59 -0.31 4.59
H -1.95 -0.40 3.45
H -1.91 -1.08 1.23
H 0.00 -3.46 -0.77
H -1.00 -4.79 -2.63
H -3.39 -4.26 -3.36
H -4.81 -2.88 -1.77
H -3.71 -1.87 0.26
C -7.29 2.72 -1.58
O -6.42 1.62 -1.88
C -5.12 1.59 -1.51
C -4.36 0.49 -1.95
C -3.02 0.38 -1.64
C -2.37 1.32 -0.81
C -0.96 1.20 -0.55
C -0.24 1.94 0.48
C 1.13 2.07 0.06
C 1.97 3.02 0.60
C 1.50 3.82 1.65
C 0.20 3.63 2.14
C -0.67 2.69 1.57
C 1.29 1.38 -1.20
C 0.01 0.84 -1.58
C -0.17 0.47 -2.92
C 0.91 0.58 -3.82
C 2.14 1.11 -3.42
C 2.32 1.54 -2.10
C -3.15 2.41 -0.35
C -4.47 2.58 -0.72
H -8.23 2.44 -2.06
H -7.44 2.84 -0.50
H -6.92 3.66 -2.01
H -4.86 -0.28 -2.54
H -2.45 -0.46 -2.04
H 2.95 3.16 0.14
H 2.15 4.60 2.06
H -0.15 4.24 2.98
H -1.68 2.53 1.97
H -1.14 0.13 -3.27
H 0.76 0.26 -4.85
H 2.95 1.23 -4.14
H 3.23 2.03 -1.76
H -2.67 3.18 0.26
H -5.02 3.46 -0.39
*
```

- E_LUMO: -5.32 eV
- Maximum force: 1.8 eV/A
- Molecular weight: 463.6 g mol⁻¹
- HOMO energy: -9.3447 eV
- ΔE to the lowest compared entry with this formula, charge and spin: 44.1 kcal/mol

natural (NBO) atomic charge list, values in e, 4 entries: -0.623 -0.209 -0.433 -0.213

---

Record 3
Entry from the Open Molecules 2025 dataset: a 2-piece molecular cluster, C31H31N3O3 overall at a distorted geometry (wB97M-V/def2-TZVPD).

```
! wB97M-V def2-TZVPD RIJCOSX def2/J DEFGRID3
* xyz 0 1
C -7.12 0.01 3.80
N -6.23 1.13 4.09
C -6.88 2.41 4.30
C -4.88 0.98 4.12
C -4.02 2.07 4.45
C -2.65 1.93 4.37
C -2.04 0.71 3.99
C -0.61 0.58 3.81
C 0.21 1.72 3.58
C 1.60 1.71 3.54
C 2.41 2.89 3.68
C 3.82 2.76 3.74
C 4.64 3.87 3.88
C 4.08 5.15 3.97
C 2.69 5.31 3.93
C 1.86 4.19 3.79
C 0.00 -0.75 3.86
C 0.92 -1.16 2.87
C 1.45 -2.44 2.87
C 1.15 -3.33 3.93
N 1.72 -4.57 3.96
C 1.71 -5.40 5.16
C 2.29 -5.19 2.79
C 0.26 -2.91 4.95
C -0.32 -1.66 4.90
C -2.91 -0.39 3.73
C -4.28 -0.26 3.78
H -6.79 -0.89 4.32
H -8.13 0.28 4.13
H -7.15 -0.20 2.72
H -6.27 3.22 3.89
H -7.85 2.39 3.77
H -7.07 2.61 5.36
H -4.46 3.01 4.77
H -2.02 2.79 4.62
H -0.31 2.67 3.46
H 2.11 0.76 3.62
H 4.25 1.76 3.67
H 5.73 3.74 3.90
H 4.73 6.03 4.08
H 2.25 6.30 4.00
H 0.78 4.32 3.78
H 1.22 -0.46 2.09
H 2.11 -2.74 2.06
H 1.70 -4.78 6.06
H 0.83 -6.06 5.18
H 2.61 -6.02 5.16
H 1.73 -4.92 1.88
H 3.35 -4.89 2.64
H 2.26 -6.28 2.92
H 0.01 -3.59 5.76
H -1.01 -1.36 5.68
H -2.49 -1.36 3.45
H -4.91 -1.12 3.53
O 2.98 0.96 1.37
C 4.00 0.40 0.89
C 4.68 0.83 -0.37
N 4.07 1.83 -1.19
O 3.10 2.50 -0.79
O 4.57 2.00 -2.34
C 5.87 0.24 -0.82
C 6.47 -0.78 -0.10
C 5.85 -1.27 1.06
C 4.65 -0.74 1.52
H 6.30 0.62 -1.75
H 7.41 -1.20 -0.45
H 6.31 -2.08 1.62
H 4.16 -1.14 2.40
*
```

- E_LUMO: -2.00 eV
- Maximum force: 1.9 eV/A
- Molecular weight: 493.6 g mol⁻¹
- HOMO energy: -6.2279 eV
- ΔE to the lowest compared entry with this formula, charge and spin: 170.1 kcal/mol

natural (NBO) atomic charge list, values in e, 4 entries: -0.408 -0.387 -0.407 0.251

---

Repeat the third record exactly.
Entry from the Open Molecules 2025 dataset: a 2-piece molecular cluster, C31H31N3O3 overall at a distorted geometry (wB97M-V/def2-TZVPD).

```
! wB97M-V def2-TZVPD RIJCOSX def2/J DEFGRID3
* xyz 0 1
C -7.12 0.01 3.80
N -6.23 1.13 4.09
C -6.88 2.41 4.30
C -4.88 0.98 4.12
C -4.02 2.07 4.45
C -2.65 1.93 4.37
C -2.04 0.71 3.99
C -0.61 0.58 3.81
C 0.21 1.72 3.58
C 1.60 1.71 3.54
C 2.41 2.89 3.68
C 3.82 2.76 3.74
C 4.64 3.87 3.88
C 4.08 5.15 3.97
C 2.69 5.31 3.93
C 1.86 4.19 3.79
C 0.00 -0.75 3.86
C 0.92 -1.16 2.87
C 1.45 -2.44 2.87
C 1.15 -3.33 3.93
N 1.72 -4.57 3.96
C 1.71 -5.40 5.16
C 2.29 -5.19 2.79
C 0.26 -2.91 4.95
C -0.32 -1.66 4.90
C -2.91 -0.39 3.73
C -4.28 -0.26 3.78
H -6.79 -0.89 4.32
H -8.13 0.28 4.13
H -7.15 -0.20 2.72
H -6.27 3.22 3.89
H -7.85 2.39 3.77
H -7.07 2.61 5.36
H -4.46 3.01 4.77
H -2.02 2.79 4.62
H -0.31 2.67 3.46
H 2.11 0.76 3.62
H 4.25 1.76 3.67
H 5.73 3.74 3.90
H 4.73 6.03 4.08
H 2.25 6.30 4.00
H 0.78 4.32 3.78
H 1.22 -0.46 2.09
H 2.11 -2.74 2.06
H 1.70 -4.78 6.06
H 0.83 -6.06 5.18
H 2.61 -6.02 5.16
H 1.73 -4.92 1.88
H 3.35 -4.89 2.64
H 2.26 -6.28 2.92
H 0.01 -3.59 5.76
H -1.01 -1.36 5.68
H -2.49 -1.36 3.45
H -4.91 -1.12 3.53
O 2.98 0.96 1.37
C 4.00 0.40 0.89
C 4.68 0.83 -0.37
N 4.07 1.83 -1.19
O 3.10 2.50 -0.79
O 4.57 2.00 -2.34
C 5.87 0.24 -0.82
C 6.47 -0.78 -0.10
C 5.85 -1.27 1.06
C 4.65 -0.74 1.52
H 6.30 0.62 -1.75
H 7.41 -1.20 -0.45
H 6.31 -2.08 1.62
H 4.16 -1.14 2.40
*
```

- E_LUMO: -2.00 eV
- Maximum force: 1.9 eV/A
- Molecular weight: 493.6 g mol⁻¹
- HOMO energy: -6.2279 eV
- ΔE to the lowest compared entry with this formula, charge and spin: 170.1 kcal/mol

natural (NBO) atomic charge list, values in e, 4 entries: -0.408 -0.387 -0.407 0.251

---

Look up the molecular weight of the third one. 493.6 g mol⁻¹

---

The highest molecular weight belongs to which entry? C31H31IrNO4PSe2Te2